DFT (the ωB97M-V functional and the def2-TZVPD basis) results for a 5-piece molecular cluster, C39H68BrF3N4O14PS overall.

The geometry in XYZ format:
```
131
Properties=species:S:1:pos:R:3:forces:R:3
C -3.0671 -0.7757 0.5156 -1.28 -0.93 -0.30
C -2.7765 -1.8392 -0.6144 0.38 1.33 2.23
O -1.8634 -2.5974 -0.4378 -0.57 -0.08 -1.22
O -3.6527 -1.8242 -1.6858 1.44 -0.01 0.29
C -3.1306 -2.4318 -2.8729 -0.55 -0.25 -1.88
C -2.5079 -1.3817 -3.8924 -0.45 -2.11 -0.19
N -3.3535 -0.1760 -4.0187 -0.09 0.62 -1.84
C -3.7669 0.2338 -5.3159 2.26 1.10 0.53
N -4.5586 -0.3673 -6.1616 0.46 -0.54 0.63
Br -4.9618 0.4535 -7.8029 0.10 -0.24 0.49
C -5.1971 -1.6813 -5.9033 -1.60 -1.29 -0.67
C -6.6312 -1.5494 -5.2023 0.81 0.47 0.10
C -6.8893 -2.6000 -4.0546 -0.62 0.39 -0.55
C -6.5717 -4.1010 -4.4440 -1.29 0.81 0.69
S -5.8310 -5.0690 -3.0520 1.79 -4.11 0.17
O -4.4822 -5.4587 -3.4741 -0.96 1.72 0.33
O -6.6297 -6.2393 -2.7284 -0.22 2.32 -0.39
O -5.6992 -4.1684 -1.6946 -0.36 0.07 -1.25
N -3.2390 1.5329 -5.6451 -0.17 -0.29 1.08
C -1.9506 1.5909 -6.3636 -0.66 0.22 -2.17
O -0.9115 2.2374 -5.6107 0.16 -1.96 -0.18
C 0.2522 1.5074 -5.5850 1.89 1.52 1.14
F 0.1029 0.2166 -5.1565 -0.08 1.15 -1.00
F 0.9205 1.5555 -6.7744 -1.21 -0.70 1.27
F 1.0719 2.1242 -4.6697 -1.18 -0.86 -1.12
C -3.3230 2.2268 -4.3350 -0.79 -0.59 0.08
P -5.1408 2.8024 -4.3396 -0.63 1.97 -0.29
O -5.5331 3.1516 -5.7269 0.05 -0.80 1.31
O -6.1589 1.7065 -3.6108 1.57 0.57 -0.55
O -5.1558 4.1514 -3.3588 -0.38 -2.45 -0.84
C -2.9913 1.0637 -3.2982 -1.38 1.84 2.38
C -1.7116 1.1523 -2.3946 1.32 -0.02 -0.33
C -1.2290 2.6375 -2.0979 -0.46 -0.63 0.31
C -2.2615 3.5034 -1.2892 1.39 0.10 0.64
N -1.6712 4.8731 -1.1966 -1.13 -0.31 -0.50
C -2.7053 5.9248 -1.2200 0.83 0.84 0.00
C -3.0027 6.4077 -2.6781 -0.64 0.16 -1.14
C -2.0751 6.1181 -3.7695 -1.56 1.02 -0.47
C -2.3468 6.5479 -5.1500 -1.88 0.46 1.87
C -3.6063 7.2619 -5.4074 1.17 -0.94 1.90
C -4.5200 7.5613 -4.3035 0.90 -0.59 -0.12
C -4.2521 7.1525 -2.9346 2.15 -0.85 -1.98
O -5.0799 7.3855 -1.8512 0.17 -0.14 -0.98
H -3.6995 -1.3342 1.2690 0.61 0.59 -0.71
H -2.1387 -0.4797 1.0589 -0.67 -0.24 -0.83
H -3.6948 0.0779 0.1624 0.71 -0.57 0.26
H -2.4403 -3.2957 -2.7159 -0.41 0.89 0.26
H -4.0201 -2.8552 -3.4207 0.80 0.39 0.85
H -2.5601 -1.9127 -4.8896 0.28 0.49 1.02
H -1.4223 -1.1924 -3.7183 -1.04 0.37 0.07
H -4.5521 -2.4212 -5.3729 -0.17 1.07 -0.30
H -5.4029 -2.1284 -6.9168 0.56 0.47 1.01
H -6.6597 -0.5297 -4.7380 -0.24 -0.83 -0.43
H -7.3973 -1.5651 -6.0147 0.49 -0.11 0.81
H -6.3705 -2.2375 -3.1329 -0.20 -0.61 -0.75
H -7.9939 -2.5565 -3.8322 1.18 0.05 -0.06
H -7.5572 -4.6071 -4.6464 1.14 0.27 0.28
H -5.9383 -4.2335 -5.3526 -0.11 -0.03 1.08
H -4.7971 -4.2514 -1.3213 -0.34 -0.13 -0.47
H -1.6926 0.5637 -6.7317 0.09 0.82 0.55
H -2.1069 2.2162 -7.2892 0.17 -0.48 1.06
H -2.7905 3.2051 -4.2351 0.05 -1.04 -0.26
H -5.7011 0.8911 -3.3346 -0.23 0.38 0.11
H -6.0913 4.4317 -3.3085 0.46 0.17 0.08
H -3.8202 1.2198 -2.5378 0.89 -0.40 -0.53
H -0.8032 0.6372 -2.8255 -1.08 0.44 0.19
H -1.8924 0.6395 -1.4069 -0.06 0.48 -1.08
H -0.3075 2.5245 -1.4601 -0.82 0.21 -0.70
H -0.9152 3.1709 -3.0399 -0.43 -0.55 0.96
H -2.3282 3.1368 -0.2212 -0.26 -0.22 -1.14
H -3.2924 3.5093 -1.7226 0.90 0.27 0.19
H -1.0570 4.9425 -0.3892 -0.40 0.04 -0.18
H -3.6173 5.5838 -0.6643 0.45 0.55 -0.65
H -2.2688 6.8126 -0.6728 -0.66 -0.84 -0.41
H -1.1304 5.5699 -3.5267 -1.04 0.61 -0.18
H -1.6166 6.3260 -5.9639 -0.80 0.27 0.81
H -3.8464 7.5703 -6.4523 0.10 -0.21 1.15
H -5.4590 8.1117 -4.5687 0.91 -0.54 0.46
H -5.9505 7.6969 -2.1523 0.49 0.00 0.02
C 0.6349 -4.8518 -0.4213 -0.13 0.31 -0.05
C 1.5559 -5.5119 -1.4293 -0.03 -0.32 -0.12
C 2.9219 -5.2565 -0.8175 0.24 0.18 0.09
O 2.7390 -5.2175 0.6033 -0.24 0.04 -0.24
C 1.3362 -5.1540 0.8898 0.09 -0.23 0.22
H -0.3894 -5.2245 -0.4517 0.03 0.03 0.03
H 0.6107 -3.7715 -0.5913 -0.06 -0.05 0.03
H 1.3569 -6.5869 -1.4661 0.03 0.04 -0.04
H 1.4607 -5.1135 -2.4402 0.04 0.00 0.03
H 3.3228 -4.2862 -1.1319 0.02 -0.02 -0.10
H 3.6475 -6.0313 -1.0716 0.02 0.04 0.11
H 1.0304 -6.1271 1.2888 -0.09 0.04 0.03
H 1.1513 -4.3926 1.6502 0.11 -0.03 0.01
C 5.6071 -1.5649 2.4812 0.08 0.18 0.35
C 4.5123 -2.5587 2.1462 0.04 -0.29 -0.22
C 3.3283 -1.6465 1.8854 -0.16 0.16 0.14
O 3.8577 -0.4188 1.3657 0.10 -0.16 0.08
C 5.2807 -0.4119 1.5483 0.03 0.04 -0.26
H 6.6147 -1.9561 2.3377 -0.04 0.03 -0.02
H 5.5102 -1.2433 3.5224 0.05 -0.04 -0.03
H 4.7716 -3.1038 1.2341 -0.08 -0.04 0.06
H 4.3233 -3.2863 2.9351 -0.01 0.03 -0.05
H 2.7924 -1.4156 2.8127 -0.03 -0.09 0.01
H 2.6199 -2.0724 1.1706 0.02 0.08 -0.04
H 5.7460 -0.5520 0.5662 0.09 0.03 0.03
H 5.5951 0.5545 1.9471 -0.11 0.02 -0.05
C 6.8736 -0.5065 8.3804 0.19 -0.16 0.15
C 6.7742 0.6814 7.4424 -0.16 0.27 0.02
C 6.5026 0.0064 6.1094 0.11 -0.17 -0.19
O 5.7803 -1.1977 6.3951 0.10 0.16 0.11
C 5.8304 -1.4477 7.8066 -0.26 -0.02 -0.02
H 6.6926 -0.2570 9.4261 -0.03 -0.03 -0.05
H 7.8672 -0.9583 8.3031 -0.05 0.00 0.00
H 5.9227 1.3071 7.7253 0.05 0.00 -0.02
H 7.6670 1.3074 7.4286 -0.03 -0.03 -0.02
H 7.4353 -0.2730 5.6071 0.03 0.11 -0.03
H 5.9171 0.6330 5.4328 -0.04 -0.10 -0.02
H 4.8378 -1.2390 8.2202 0.03 -0.04 0.09
H 6.0675 -2.4980 7.9851 -0.04 0.01 -0.11
C 9.9060 0.0098 12.1780 0.19 0.27 0.07
C 9.1573 -0.8563 13.1740 0.00 -0.33 0.03
C 7.7621 -0.2591 13.1225 -0.16 0.20 0.10
O 7.5802 0.2517 11.7951 0.22 -0.08 0.06
C 8.8450 0.2597 11.1217 -0.08 -0.11 -0.16
H 10.8047 -0.4587 11.7761 -0.05 0.02 -0.01
H 10.1943 0.9539 12.6495 0.02 -0.04 -0.04
H 9.1340 -1.8916 12.8214 0.00 0.03 0.05
H 9.5875 -0.8473 14.1756 -0.04 0.02 -0.04
H 7.6614 0.5776 13.8217 0.00 -0.06 0.07
H 6.9833 -0.9916 13.3429 -0.03 0.07 -0.09
H 8.8327 -0.5409 10.3757 0.13 0.04 -0.01
H 8.9810 1.2131 10.6071 -0.12 -0.01 0.01
```
Forces are in eV/Å.

Gap between HOMO and LUMO: 5.99 eV
Strongest force on any atom: 4.49 eV/A
LUMO level: -0.15778 hartree
Net charge: +1
Calculated total energy: -174479.8826 eV

=====

DFT (the ωB97M-V functional and the def2-TZVPD basis) results for a 5-piece molecular cluster, C30H56BBrN4O10 overall.

The geometry in XYZ format:
```
102
Properties=species:S:1:pos:R:3:forces:R:3
C 0.3695 4.2175 -2.6748 0.87 -0.15 -1.08
O 0.4808 2.9395 -2.0058 -0.86 0.54 1.55
B 0.8066 3.0804 -0.6424 1.14 0.59 -0.38
O 2.0365 3.7489 -0.3464 -1.93 0.03 -0.21
C -0.1504 2.5666 0.5587 -0.66 -1.08 0.46
C -0.7362 1.3273 0.5027 -0.36 0.23 -0.04
C -0.5133 0.3112 -0.6605 0.05 -1.07 1.34
C 0.8301 -0.5042 -0.3756 -1.43 0.56 -1.50
O 0.7959 -0.9544 0.9978 1.74 0.56 0.45
C 2.0477 -1.1197 1.5352 0.30 -0.55 0.39
O 3.0876 -1.1363 0.9283 -0.81 0.23 -0.05
C -1.6944 0.8320 1.6355 0.28 0.39 0.68
O -2.2686 -0.2375 1.5635 0.44 0.97 -0.07
C -1.8918 1.7320 2.9108 -0.10 0.97 0.78
C -2.7584 1.2428 4.0006 0.55 1.56 0.10
C -3.0264 2.0480 5.1931 2.17 1.18 -2.48
C -2.3527 3.3586 5.2634 -0.26 -1.48 -1.16
C -1.4872 3.8509 4.1801 -0.84 -1.53 0.05
Br -0.6955 5.6036 4.4458 -0.52 -1.04 -0.05
C -1.2303 3.0656 2.9605 -1.52 -1.04 1.86
C -0.3707 3.5416 1.7714 0.15 -0.94 -1.06
O 0.1431 4.6359 1.6696 -0.64 -0.42 0.58
H -0.1935 4.0597 -3.6309 0.34 0.12 1.01
H -0.1525 4.9851 -2.0464 0.49 -0.59 -0.54
H 1.4103 4.5279 -2.9813 -1.13 0.09 0.44
H 1.8444 4.7045 -0.4345 0.54 -0.48 0.25
H -1.3223 -0.4689 -0.6523 0.65 1.12 0.17
H -0.5391 0.7680 -1.6760 0.33 -0.23 0.98
H 0.8012 -1.4253 -1.0225 0.45 1.05 0.46
H 1.6763 0.1825 -0.6215 -0.28 -0.99 0.54
H 2.0807 -1.3022 2.6504 -0.86 0.24 -0.98
H -3.2569 0.2483 3.9223 0.66 0.98 -0.19
H -3.7062 1.6863 6.0017 0.79 0.43 -0.85
H -2.5583 3.9551 6.1844 0.51 -0.27 -1.13
C -2.4673 -2.4837 4.2157 -0.15 0.32 0.00
O -2.9839 -2.6906 5.5201 0.11 -0.33 -0.10
C -2.3947 -3.7809 6.2109 -0.10 0.00 0.37
C -1.0442 -3.4556 6.8767 0.07 0.32 -0.32
C 0.1200 -3.3816 5.8923 0.15 -0.22 0.02
N -1.1027 -2.2004 7.6361 -0.30 -0.13 0.08
H -2.2019 -3.4249 3.7258 0.08 0.01 0.05
H -1.6033 -1.8162 4.2456 0.11 -0.11 -0.15
H -3.2352 -1.9898 3.6186 -0.03 -0.09 0.05
H -3.1037 -4.0449 7.0022 -0.02 0.10 -0.03
H -2.3205 -4.6580 5.5555 0.11 0.05 -0.10
H -0.8240 -4.2680 7.5775 -0.12 0.02 0.01
H 0.1239 -2.4536 5.3183 -0.10 -0.02 0.03
H 1.0708 -3.4258 6.4286 -0.08 0.04 0.03
H 0.0967 -4.2171 5.1893 0.03 0.14 0.01
H -1.8162 -2.2877 8.3570 0.14 0.00 0.05
H -1.4774 -1.4869 7.0129 0.15 -0.02 0.01
C -4.0531 -0.5346 -6.0900 -0.14 0.29 0.08
O -4.5664 -0.7426 -4.7857 0.12 -0.32 -0.08
C -3.9804 -1.8292 -4.0843 -0.12 -0.04 0.29
C -2.6320 -1.5032 -3.4156 -0.01 0.26 -0.33
C -1.4628 -1.4431 -4.3949 0.19 -0.12 0.01
N -2.6889 -0.2415 -2.6674 -0.50 -0.11 -0.22
H -3.7848 -1.4745 -6.5809 0.06 0.00 0.06
H -3.1909 0.1351 -6.0561 0.11 -0.11 -0.16
H -4.8271 -0.0436 -6.6818 -0.04 -0.06 0.08
H -4.6933 -2.0844 -3.2941 -0.01 0.10 -0.04
H -3.9055 -2.7118 -4.7315 0.11 0.05 -0.10
H -2.4173 -2.3106 -2.7069 -0.13 0.01 0.01
H -1.4526 -0.5208 -4.9776 -0.08 -0.02 0.04
H -0.5143 -1.4867 -3.8545 -0.07 0.03 0.00
H -1.4883 -2.2863 -5.0893 0.00 0.04 0.01
H -3.4066 -0.3208 -1.9489 0.12 0.00 0.06
H -3.0590 0.4682 -3.2982 0.10 -0.04 0.00
C 3.0240 6.7772 -4.2920 -0.01 -0.34 0.06
O 2.1569 6.2610 -5.2878 -0.01 0.35 -0.04
C 2.1784 6.9753 -6.5157 -0.19 -0.13 -0.25
C 3.3458 6.6043 -7.4494 0.18 -0.10 0.37
C 4.6830 7.2034 -7.0233 0.14 0.16 -0.12
N 3.4967 5.1499 -7.5769 -0.31 0.05 0.02
H 3.1035 7.8670 -4.3379 0.03 -0.02 -0.08
H 4.0114 6.3195 -4.3812 0.10 0.20 0.08
H 2.6212 6.5006 -3.3163 -0.07 0.02 -0.07
H 1.2459 6.7098 -7.0234 0.03 -0.07 0.08
H 2.1360 8.0564 -6.3344 0.14 0.02 0.07
H 3.1116 7.0105 -8.4389 -0.12 -0.04 0.05
H 5.1271 6.6758 -6.1781 -0.10 -0.02 -0.02
H 5.4007 7.1468 -7.8443 -0.07 -0.06 0.04
H 4.5728 8.2559 -6.7503 0.00 -0.03 0.01
H 2.6339 4.7638 -7.9542 0.12 0.00 -0.10
H 3.5392 4.7658 -6.6344 0.12 0.02 -0.08
C 0.2928 -6.5027 3.6731 -0.20 0.19 -0.20
O 1.0261 -5.3480 3.3033 0.22 -0.26 0.14
C 2.4331 -5.5382 3.2403 0.20 0.28 -0.10
C 2.9319 -6.1791 1.9318 -0.39 -0.14 -0.01
C 2.6777 -7.6818 1.8523 0.16 -0.18 -0.01
N 2.3410 -5.5346 0.7529 0.03 0.24 0.21
H 0.8366 -7.1232 4.3912 0.05 -0.01 -0.06
H 0.0328 -7.0863 2.7875 0.02 -0.19 0.11
H -0.6412 -6.1753 4.1348 0.06 0.06 0.02
H 2.8661 -4.5351 3.3080 -0.11 0.01 -0.03
H 2.7881 -6.0892 4.1200 -0.07 -0.13 -0.02
H 4.0163 -6.0335 1.8918 -0.05 0.11 0.06
H 1.6364 -7.9184 1.6288 0.02 0.09 0.03
H 3.2808 -8.1251 1.0574 -0.05 0.08 0.02
H 2.9475 -8.1760 2.7892 -0.03 0.01 -0.02
H 2.5952 -4.5485 0.7574 0.10 -0.08 -0.13
H 1.3314 -5.5227 0.8883 0.06 -0.10 -0.08
```
Forces are in eV/Å.

SMILES: COB(O)C1=C(CCOC=O)C(=O)c2cccc(Br)c2C1=O.COC[C@@H](C)N.COC[C@@H](C)N.COC[C@@H](C)N.COC[C@@H](C)N
Gap between HOMO and LUMO: 7.97 eV
Strongest force on any atom: 3.50 eV/A
LUMO level: -0.04547 hartree
Net charge: 0
Calculated total energy: -129169.7195 eV